Density functional theory data (ωB97M-V/def2-TZVPD) for a cluster of 2 separate species, C8H12ClN2 in total in a non-equilibrium geometry.

Each line ends with the Mulliken charge.
Cartesian coordinates (Å):
C1 -1.48552 -2.24250 -0.00700  -0.521
C2 -2.70473 -1.64422 -0.13882  -0.467
C3 -0.31902 -1.56708 0.26808  -0.539
C4 -2.80387 -0.30945 0.06926  -0.857
C5 -0.32264 -0.19462 0.36304  -0.165
C6 -1.55586 0.42676 0.25394  1.040
C7 2.29523 -0.21612 0.16794  -1.773
C8 1.07359 0.44316 0.52391  0.751
N1 1.13758 1.49445 1.30079  -0.163
N2 0.97805 1.45296 -1.21502  -0.547
Cl1 -1.63398 2.10627 0.19453  -0.205
H1 -1.32492 -3.31676 -0.24441  0.323
H2 -3.57424 -2.28789 -0.16407  0.400
H3 0.65478 -2.09203 0.15074  0.275
H4 -3.64942 0.25287 -0.07831  0.502
H5 3.11175 0.46673 -0.03600  0.424
H6 2.56399 -0.98320 0.82399  0.455
H7 2.27454 -0.74223 -0.76623  0.511
H8 2.07559 1.96055 1.17618  0.360
H9 0.37238 2.08949 1.70080  0.293
H10 0.25255 2.13972 -1.12519  0.271
H11 1.95490 1.87751 -1.26323  0.330
H12 0.62927 0.88564 -1.95495  0.299

Forces on the atoms, in the same order (eV/Å):
C 1.8681 -2.4361 -0.5574
C -0.9655 -0.8795 1.2454
C 0.7064 -0.8553 -1.1147
C 4.3029 1.2714 -0.0336
C 1.3611 -0.2980 0.6552
C -1.5396 -1.6130 -0.1665
C 1.4004 -0.5778 -1.6352
C -4.5352 1.5497 -1.0777
N 2.2099 2.1822 1.6594
N 1.4088 0.6430 0.1316
Cl -0.7165 1.7925 0.2393
H -0.6337 0.7543 0.4247
H -0.1638 0.2088 -0.6234
H -0.9759 0.2425 0.5550
H -2.0244 1.0907 -0.0283
H 0.2530 0.3122 0.7666
H 0.6232 -0.8458 1.6337
H -0.7325 -0.2814 -0.6711
H -1.5656 -0.3417 1.0774
H 0.9273 -1.3194 -0.8865
H 0.0801 0.7914 0.3719
H -2.0636 -0.8142 -0.7726
H 0.7750 -0.5766 -1.1931

* energy: -881.4630 Ha
* spin multiplicity: 1
* M: 171.651 g mol⁻¹
* total charge: +1
* ΔE to the lowest compared entry with this formula, charge and spin: 11.5 kcal/mol
* frontier orbital gap: 9.3 eV

Density functional theory data (ωB97M-V/def2-TZVPD) for the ion C8H12ClN2 with charge +1 in a non-equilibrium geometry.

Each line ends with the Mulliken charge.
Cartesian coordinates (Å):
C1 -1.67128 0.79075 -1.05361  -1.694
C2 -0.22226 0.31186 -1.01678  0.977
C3 0.55033 0.04669 -2.25429  -0.919
C4 1.77915 -0.48083 -2.13678  -0.368
C5 2.08173 -1.33389 -0.97282  -0.241
C6 1.24321 -1.42316 0.08613  -0.852
C7 -0.14508 -0.81867 0.05621  0.432
Cl1 -1.28750 -2.12934 -0.03002  -0.123
N1 -0.46672 -0.28928 1.55032  -0.339
C8 -0.06273 0.81013 2.12529  0.237
N2 -0.69064 1.26773 3.16514  -0.318
H1 -2.33653 0.09280 -1.47363  0.473
H2 -1.74953 1.65999 -1.66477  0.447
H3 -2.09117 0.94917 -0.06899  0.341
H4 0.30211 1.09824 -0.49972  0.129
H5 0.27182 0.54404 -3.12136  0.416
H6 2.49300 -0.44268 -2.98658  0.361
H7 2.97537 -1.89727 -1.06575  0.452
H8 1.53046 -2.09703 0.94900  0.340
H9 -1.46287 -0.71555 1.69026  0.352
H10 0.76706 1.33090 1.59242  0.386
H11 -0.31782 2.05083 3.66521  0.257
H12 -1.49011 0.67457 3.46512  0.254

Forces on the atoms, in the same order (eV/Å):
C 0.5526 -0.0111 -0.3890
C -1.9880 -1.1038 2.1316
C 1.5163 -0.1000 1.3273
C -0.5166 -0.9985 -0.8963
C -1.1952 1.3934 0.2559
C 1.1018 -0.9626 0.2611
C 2.5807 0.7359 1.4696
Cl -0.7764 -0.5799 -0.6018
N -2.4621 -1.4547 -2.4538
C 0.4200 -0.4691 -2.0062
N -0.6574 -0.6381 0.3356
H -0.6360 -1.1927 -0.8138
H -0.1288 0.9226 -0.2001
H 0.2270 0.4881 0.3181
H 0.6522 0.6071 0.1219
H -0.5808 0.9116 -1.4753
H -0.6391 -0.2159 0.7063
H 0.7401 -0.4162 0.5076
H -0.6765 0.8081 -1.1062
H 2.3505 1.1187 0.6174
H -0.4480 -0.2604 1.0665
H -0.3037 0.1930 0.4616
H 0.8673 1.2247 0.3619

* energy: -881.4417 Ha
* SMILES: C[C@@H]1C=CC=C[C@@]1(Cl)/[NH+]=C/N
* spin multiplicity: 1
* M: 171.651 g mol⁻¹
* total charge: +1
* ΔE to the lowest compared entry with this formula, charge and spin: 24.9 kcal/mol
* frontier orbital gap: 8.6 eV

Density functional theory data (ωB97M-V/def2-TZVPD) for a structure of composition C8H12ClN3O in a non-equilibrium geometry.

Each line ends with the Mulliken charge.
Cartesian coordinates (Å):
C1 -2.83886 1.41685 0.59207  -0.184
C2 -2.13074 0.17865 -0.87149  0.197
C3 1.86592 1.84203 -0.91270  -0.633
C4 2.65346 0.54985 -0.65289  -0.654
C5 1.33184 0.83816 0.04249  0.559
C6 -0.56048 -2.50500 0.17504  -1.172
C7 0.21164 -0.07336 -0.21542  -1.203
C8 0.37221 -1.43340 0.60887  0.485
N1 -3.24811 0.74947 -0.50246  -0.691
N2 -1.57154 1.35378 0.84842  -0.909
N3 -1.14094 0.49914 -0.05257  1.063
O1 0.10136 -1.18777 2.05138  -0.545
Cl1 1.38585 1.47062 1.78898  -0.209
H1 -3.43553 2.25104 0.92371  0.367
H2 -1.95788 -0.51236 -1.74393  0.326
H3 2.22688 2.74383 -0.58984  0.325
H4 1.26058 2.01509 -1.81367  0.174
H5 2.69617 -0.22930 -1.31793  0.306
H6 3.46530 0.68141 -0.01472  0.302
H7 -1.62301 -2.08720 0.42654  0.328
H8 -0.46455 -3.56398 0.65859  0.296
H9 -0.50424 -2.70154 -0.96636  0.237
H10 0.29622 -0.34812 -1.25734  0.508
H11 1.47245 -1.67873 0.65558  0.366
H12 0.13600 -0.26915 2.13965  0.361

Forces on the atoms, in the same order (eV/Å):
C -1.3441 2.1397 -0.7054
C -0.4534 -1.7582 -1.9990
C -1.5467 -2.3184 -1.8662
C -2.0159 2.5472 1.4222
C 1.1442 1.4261 1.4491
C -2.1416 -1.5971 -1.1421
C -0.7922 -1.2870 0.9995
C 1.3032 1.1667 2.3532
N -0.1057 -0.5974 -0.4122
N 0.9611 0.2606 1.7671
N 1.9150 -1.0552 -1.3505
O -0.3884 -2.5846 -2.0164
Cl 0.5362 -0.3553 -1.0889
H -0.1802 -0.3519 0.8625
H -0.4017 0.9163 1.1278
H 1.0083 1.8109 1.2451
H 0.4516 -0.5608 0.0884
H -0.0015 -1.6333 -1.6041
H 1.4242 0.1093 0.7361
H 1.7415 -1.0786 -0.5477
H 0.1102 2.2464 -0.5250
H -0.0885 0.4250 1.7297
H -0.1358 -0.0935 -0.4195
H -1.0464 -0.0578 -0.8820
H 0.0468 2.2809 0.7783

* energy: -1011.6533 Ha
* spin multiplicity: 1
* M: 201.657 g mol⁻¹
* total charge: 0
* ΔE to the lowest compared entry with this formula, charge and spin: 0.0 kcal/mol
* frontier orbital gap: 10.5 eV

Density functional theory data (ωB97M-V/def2-TZVPD) for a structure of composition C8H12F12NaO6P2 in a non-equilibrium geometry.

Each line ends with the Mulliken charge.
Cartesian coordinates (Å):
Na1 -0.46776 -2.03656 -0.04734  0.988
P1 -1.45948 -5.58597 2.37859  1.145
F1 -0.91054 -5.62269 0.86092  -0.338
F2 -2.71150 -6.61193 2.10955  -0.351
F3 -0.43499 -6.89840 2.70154  -0.396
F4 -1.77968 -5.53082 3.97196  -0.351
F5 -0.26807 -4.52150 2.67964  -0.360
F6 -2.46838 -4.37397 1.96793  -0.338
P2 -4.16212 -2.31532 -3.35642  1.183
F7 -4.32676 -1.67662 -1.82172  -0.372
F8 -2.72006 -1.51710 -3.47042  -0.378
F9 -3.33318 -3.60920 -2.73637  -0.369
F10 -3.89533 -2.88491 -4.80305  -0.341
F11 -5.54859 -3.16878 -3.25389  -0.347
F12 -4.95351 -0.96771 -3.92580  -0.375
C1 -5.20155 4.63025 -1.94325  -1.361
C2 -4.02987 4.85045 -0.94262  0.351
C3 -4.60814 5.12478 0.50385  -0.491
O1 -3.62926 4.45825 1.33274  -0.334
C4 -3.09653 3.41265 0.66116  0.688
O2 -2.42583 2.48533 1.12191  -0.561
O3 -3.39333 3.61452 -0.68595  -0.314
H1 -4.67435 4.48486 -2.88613  0.346
H2 -5.91063 5.45670 -1.99102  0.375
H3 -5.81609 3.73706 -1.83076  0.377
H4 -3.25697 5.56768 -1.21883  0.303
H5 -5.62291 4.73057 0.55826  0.315
H6 -4.50259 6.17439 0.77820  0.306
C5 8.95758 -0.74871 0.82569  -1.336
C6 7.57190 -0.42373 1.39737  0.462
C7 7.04655 1.04267 1.35172  -0.451
O4 5.75075 0.85960 0.93056  -0.289
C8 5.47946 -0.33569 0.61535  0.674
O5 4.37639 -0.68293 0.18166  -0.618
O6 6.60792 -1.09125 0.65042  -0.327
H7 9.67729 0.05299 0.99121  0.355
H8 8.89775 -0.83151 -0.25951  0.361
H9 9.32394 -1.72046 1.15671  0.329
H10 7.39506 -0.76007 2.41899  0.284
H11 7.56690 1.73460 0.68948  0.294
H12 6.95671 1.49838 2.33780  0.260

Forces on the atoms, in the same order (eV/Å):
Na -0.5149 -0.5031 0.0462
P 0.4106 -1.8075 0.7087
F -0.4763 -0.2719 -0.5004
F 1.1673 0.4584 0.0633
F -0.9541 1.2825 -0.3259
F -0.6467 0.1516 -0.6766
F 0.3436 0.4490 0.0065
F 0.3869 0.1707 0.5361
P 0.3510 0.4546 1.4705
F -0.0750 -0.7968 -0.9821
F -0.2577 0.1668 0.2266
F -0.4732 0.7200 0.1339
F -0.3430 -0.0257 -1.0753
F 0.5818 0.8955 0.1992
F 0.5032 -1.2687 0.1781
C 1.4655 0.1693 -0.5422
C -2.4920 -0.6152 2.0380
C 1.9316 0.7056 -1.1957
O -0.6076 -0.7699 0.5118
C 1.2048 -1.2761 -0.4503
O -2.2039 3.0605 -1.4998
O 1.1516 -1.6843 0.7015
H -0.5198 0.2365 -0.4322
H 0.3907 0.3208 -0.0529
H 0.4505 -0.1744 0.7330
H -0.3195 0.1652 -0.3290
H 0.1802 -0.1319 0.5226
H -0.5652 -0.0727 -0.0058
C -0.3691 0.2725 -0.1868
C 0.8994 0.7604 0.6096
C 1.5757 0.0361 0.8366
O -1.2980 3.3779 0.4934
C -3.2300 -3.5065 -3.1458
O 2.8205 0.2645 1.3512
O -1.6193 -1.0444 -0.7799
H 0.0595 -0.1588 0.4562
H -0.3332 0.0881 -0.0776
H 0.0507 0.2289 0.2968
H 0.7277 -0.1173 0.2579
H 0.1010 -0.1752 -0.1813
H 0.5443 -0.0350 0.0618

* energy: -2807.4283 Ha
* spin multiplicity: 1
* M: 517.092 g mol⁻¹
* total charge: -1
* ΔE to the lowest compared entry with this formula, charge and spin: 82.9 kcal/mol
* frontier orbital gap: 9.5 eV